{
  "formula": "C38H28N5NaO12S",
  "method": "wB97M-V/def2-TZVPD",
  "relative_energy_ev": 0.275,
  "total_charge": -2,
  "species": ["Na", "O", "C", "O", "C", "C", "C", "C", "C", "N", "C", "O", "O", "H", "H", "H", "H", "H", "C", "N", "C", "C", "C", "C", "C", "N", "C", "C", "C", "C", "C", "C", "H", "H", "H", "H", "H", "H", "H", "H", "H", "H", "H", "O", "C", "O", "C", "C", "C", "C", "C", "C", "O", "N", "O", "O", "N", "O", "O", "H", "H", "O", "S", "C", "C", "C", "C", "C", "C", "C", "C", "C", "C", "C", "C", "H", "H", "H", "H", "H", "H", "H", "H", "H", "H"],
  "positions_angstrom": [[-0.0985, -0.4629, -0.0152], [0.0205, 3.5204, 3.0865], [-0.1789, 2.4010, 2.3394], [0.6549, 1.5518, 2.2306], [-1.5436, 2.3577, 1.7166], [-2.6464, 2.8904, 2.3622], [-3.8875, 2.6945, 1.7682], [-3.9668, 2.0086, 0.5730], [-2.7904, 1.5343, -0.0039], [-1.6038, 1.7043, 0.5647], [-2.7938, 0.6149, -1.2251], [-3.9939, 0.8575, -1.9505], [-2.5959, -0.6069, -0.9172], [0.9258, 3.4220, 3.4244], [-2.5352, 3.4239, 3.2954], [-4.7839, 3.0799, 2.2408], [-4.9040, 1.8332, 0.0678], [-4.1011, 0.0190, -2.4189], [1.8484, -1.8450, 2.8979], [1.5104, -1.9393, 1.5022], [2.3894, -2.4271, 0.7125], [2.1904, -2.6014, -0.6990], [3.0895, -3.1628, -1.6136], [2.4601, -3.0753, -2.8619], [1.2235, -2.4550, -2.6156], [1.0527, -2.1662, -1.3185], [1.1663, -2.9207, 3.7226], [0.0822, -3.6265, 3.2097], [-0.5828, -4.5694, 3.9808], [-0.1695, -4.8307, 5.2807], [0.9194, -4.1399, 5.7988], [1.5792, -3.1955, 5.0238], [1.5031, -0.8702, 3.2592], [2.9340, -1.8885, 3.0858], [3.3748, -2.7376, 1.0985], [4.0687, -3.5607, -1.3870], [2.8471, -3.3894, -3.8203], [0.4628, -2.1916, -3.3378], [-0.2359, -3.4113, 2.1985], [-1.4320, -5.0941, 3.5594], [-0.6878, -5.5668, 5.8828], [1.2575, -4.3394, 6.8093], [2.4289, -2.6586, 5.4327], [-2.2082, 3.2383, -2.0983], [-1.4028, 2.3495, -2.2903], [-1.6333, 1.0621, -2.0956], [-0.0189, 2.6149, -2.8015], [0.1060, 3.4712, -3.8536], [1.3725, 3.8017, -4.3643], [2.5201, 3.3159, -3.7529], [2.4101, 2.5069, -2.6563], [1.1393, 2.0285, -2.1142], [1.0322, 1.2407, -1.1809], [3.6715, 2.1359, -2.0139], [3.6835, 1.9995, -0.8091], [4.6730, 2.0666, -2.7162], [1.4914, 4.6769, -5.4881], [0.4648, 5.0933, -6.0193], [2.6125, 4.9894, -5.8836], [-0.7786, 3.9060, -4.2975], [3.4966, 3.5898, -4.1248], [-1.4528, -0.9473, 1.7453], [-2.9114, -1.2712, 1.6654], [-2.9779, -2.9443, 0.9974], [-4.0127, -3.8218, 1.2858], [-4.0193, -5.0806, 0.7026], [-2.9989, -5.4507, -0.1644], [-1.9754, -4.5588, -0.4542], [-1.9619, -3.2959, 0.1206], [-3.3580, -1.6395, 3.3568], [-2.3578, -1.9261, 4.2683], [-2.6986, -2.1759, 5.5893], [-4.0263, -2.1180, 5.9945], [-5.0203, -1.7979, 5.0786], [-4.6842, -1.5481, 3.7555], [-4.8033, -3.5405, 1.9701], [-4.8204, -5.7732, 0.9323], [-3.0034, -6.4356, -0.6157], [-1.1775, -4.8261, -1.1344], [-1.1620, -2.6139, -0.1271], [-1.3304, -1.9490, 3.9305], [-1.9205, -2.4184, 6.3012], [-4.2856, -2.3098, 7.0283], [-6.0530, -1.7294, 5.3962], [-5.4470, -1.2675, 3.0391]],
  "lowdin_charge": [0.247, 0.090, -0.443, 0.145, -0.180, -0.011, -0.057, 0.007, -0.177, 0.222, -0.672, 0.029, -0.088, 0.121, 0.106, 0.098, 0.115, 0.100, -0.190, 0.023, -0.110, -0.357, -0.108, -0.148, -0.209, 0.038, -0.194, -0.051, -0.089, -0.121, -0.114, -0.057, 0.112, 0.111, 0.118, 0.074, 0.059, 0.086, 0.097, 0.106, 0.090, 0.088, 0.105, 0.103, -0.462, 0.091, -0.026, 0.051, -0.174, 0.055, -0.058, -0.296, 0.037, -0.356, 0.082, 0.023, -0.385, 0.011, 0.006, 0.126, 0.123, -0.482, 1.063, -0.322, -0.082, -0.104, -0.098, -0.048, -0.063, -0.358, -0.055, -0.067, -0.099, -0.099, -0.102, 0.095, 0.091, 0.093, 0.111, 0.080, 0.091, 0.101, 0.092, 0.094, 0.109]
}

{
  "formula": "C19H51ClNO11",
  "method": "wB97M-V/def2-TZVPD",
  "e_tot_ev": -57057.5955,
  "total_charge": -1,
  "species": ["Cl", "O", "O", "O", "O", "C", "C", "C", "C", "C", "C", "N", "O", "C", "C", "C", "H", "H", "H", "H", "H", "H", "H", "H", "H", "H", "H", "H", "H", "H", "H", "H", "H", "H", "H", "C", "C", "O", "H", "H", "H", "H", "H", "H", "C", "C", "O", "H", "H", "H", "H", "H", "H", "C", "C", "O", "H", "H", "H", "H", "H", "H", "C", "C", "O", "H", "H", "H", "H", "H", "H", "C", "O", "H", "H", "H", "H", "C", "O", "H", "H", "H", "H"],
  "positions_angstrom": [[-8.7026, -24.3503, 27.2511], [-9.4401, -23.1679, 26.9028], [-8.4601, -25.1530, 26.0635], [-7.4173, -23.9559, 27.7490], [-9.4873, -25.0959, 28.2067], [-14.8092, -25.2605, 29.3763], [-15.0047, -23.7789, 29.7279], [-13.8470, -23.2304, 30.5480], [-12.5587, -23.0287, 29.7531], [-12.8418, -22.1221, 28.5371], [-14.0304, -22.5887, 27.6656], [-15.1688, -22.9331, 28.5309], [-16.3017, -23.2917, 27.7687], [-14.3901, -21.3615, 26.8175], [-13.5559, -23.7547, 26.8078], [-16.2705, -23.6719, 30.5518], [-13.8823, -25.5060, 28.8605], [-15.6278, -25.5954, 28.7363], [-14.8387, -25.8451, 30.3003], [-14.0646, -22.2686, 31.0215], [-13.6490, -23.9314, 31.3672], [-12.1557, -23.9819, 29.4147], [-11.8716, -22.4558, 30.3714], [-11.8999, -22.1511, 27.9752], [-12.9207, -21.0633, 28.7971], [-14.6035, -20.4908, 27.4346], [-13.5089, -21.1167, 26.2195], [-15.2121, -21.5557, 26.1244], [-13.0204, -23.3388, 25.9509], [-12.9182, -24.4582, 27.3328], [-14.4253, -24.2790, 26.3982], [-16.4800, -22.6351, 30.8320], [-16.2521, -24.2438, 31.4808], [-17.1267, -24.0398, 29.9800], [-16.9363, -22.5971, 27.9722], [-8.2296, -19.7265, 31.0013], [-8.8581, -20.8526, 30.1990], [-7.8995, -21.4187, 29.3309], [-8.0473, -18.8305, 30.4067], [-7.2314, -20.0383, 31.3279], [-8.7925, -19.4690, 31.8977], [-9.6800, -20.4169, 29.6096], [-9.3033, -21.6077, 30.8543], [-8.3745, -22.0254, 28.7409], [-11.4315, -23.5864, 24.0277], [-12.7370, -23.4589, 23.2570], [-13.1924, -24.7353, 22.7843], [-10.7138, -24.1093, 23.3874], [-11.4308, -24.1496, 24.9604], [-11.0094, -22.6041, 24.2546], [-12.5704, -22.8663, 22.3592], [-13.4965, -23.0423, 23.9254], [-13.8162, -25.1000, 23.4153], [-6.9102, -24.5711, 23.1267], [-5.9755, -24.4409, 21.9364], [-5.1006, -25.5774, 21.8253], [-7.6238, -25.3935, 23.0357], [-7.4799, -23.6399, 23.2103], [-6.4386, -24.7464, 24.0944], [-5.3518, -23.5569, 22.0097], [-6.5959, -24.4348, 21.0360], [-5.6546, -26.3571, 21.7363], [-12.1681, -27.0450, 25.8796], [-11.0978, -27.2915, 24.8295], [-9.9097, -27.7816, 25.4072], [-13.1115, -26.7203, 25.4230], [-11.7957, -26.2897, 26.5711], [-12.4653, -27.9642, 26.3854], [-10.9490, -26.4072, 24.2039], [-11.4890, -27.9967, 24.0839], [-9.3607, -27.0018, 25.5882], [-11.5757, -27.5494, 29.2949], [-11.8700, -28.5354, 30.2794], [-11.4229, -26.5906, 29.8044], [-10.6982, -27.7948, 28.7111], [-12.4521, -27.3757, 28.6669], [-12.6748, -28.3476, 30.7581], [-4.8111, -22.1475, 26.0194], [-4.7016, -22.7576, 27.2991], [-5.6325, -22.5775, 25.4359], [-5.0298, -21.0766, 26.1284], [-3.8801, -22.2829, 25.4704], [-5.6152, -22.8756, 27.5944]],
  "lowdin_charge": [0.649, -0.368, -0.366, -0.344, -0.349, -0.022, -0.525, -0.140, -0.153, -0.129, -0.498, -0.100, -0.027, -0.037, -0.022, -0.053, 0.052, 0.087, 0.085, 0.120, 0.122, 0.098, 0.103, 0.115, 0.113, 0.079, 0.085, 0.078, 0.049, 0.063, 0.093, 0.086, 0.085, 0.078, 0.103, -0.097, -0.341, -0.076, 0.068, 0.073, 0.065, 0.107, 0.104, 0.043, -0.100, -0.298, -0.088, 0.074, 0.047, 0.082, 0.108, 0.092, 0.066, -0.103, -0.307, -0.098, 0.071, 0.076, 0.069, 0.105, 0.102, 0.072, -0.090, -0.330, -0.072, 0.066, 0.055, 0.071, 0.090, 0.107, 0.046, -0.156, -0.125, 0.072, 0.084, 0.049, 0.058, -0.166, -0.128, 0.066, 0.072, 0.070, 0.034]
}

{
  "formula": "C4H9N2OS",
  "method": "wB97M-V/def2-TZVPD",
  "relative_energy_ev": 0.422,
  "smiles": "C[C@H](C[S-])NC(N)=O",
  "total_charge": -1,
  "species": ["C", "C", "C", "S", "N", "C", "N", "O", "H", "H", "H", "H", "H", "H", "H", "H", "H"],
  "positions_angstrom": [[-0.7140, -1.6914, 0.5884], [-0.9658, -0.2519, 0.2057], [-0.8409, -0.0258, -1.2805], [-2.0925, -1.0022, -2.2207], [-0.0073, 0.6536, 0.9751], [1.3376, 0.6024, 0.6823], [1.8532, 1.9055, 0.2959], [2.0621, -0.3624, 0.7613], [0.0943, -2.0973, -0.0242], [-0.4757, -1.7717, 1.6539], [-1.6118, -2.2610, 0.3799], [-1.9087, 0.1019, 0.5831], [0.1863, -0.2123, -1.6106], [-1.1387, 1.0036, -1.5166], [-0.3031, 1.6118, 0.8467], [2.8643, 1.8507, 0.3837], [1.6608, 1.9467, -0.7034]],
  "nbo_charge": [-0.627, -0.043, -0.549, -0.711, -0.642, 0.787, -0.898, -0.630, 0.217, 0.195, 0.235, 0.192, 0.176, 0.186, 0.372, 0.364, 0.376]
}

{
  "formula": "C2H7N3OP",
  "method": "wB97M-V/def2-TZVPD",
  "relative_energy_ev": 4.909,
  "total_charge": 1,
  "species": ["C", "C", "N", "N", "N", "O", "P", "H", "H", "H", "H", "H", "H", "H"],
  "positions_angstrom": [[0.8075, -1.1961, 0.1120], [0.9997, 1.2715, -0.4281], [-0.1595, -2.0569, 0.2425], [0.4403, 0.1818, 0.4435], [-0.8999, 0.3259, 0.8237], [1.9569, -1.4680, -0.0618], [-2.2862, -0.3399, -0.3984], [1.9540, 1.5796, -0.1265], [1.0909, 0.8740, -1.3693], [0.2987, 2.1098, -0.4792], [-0.0893, -2.9667, -0.0929], [-1.1186, -0.2496, 1.6260], [-1.1585, 1.3272, 1.1361], [-1.8363, 0.6074, -1.4277]],
  "nbo_charge": [0.687, -0.411, -0.638, -0.296, -0.594, -0.495, 0.801, 0.252, 0.215, 0.205, 0.409, 0.447, 0.454, -0.035]
}

{
  "formula": "C28H31BIrN2PSi",
  "method": "wB97M-V/def2-TZVPD",
  "relative_energy_ev": 1.613,
  "spin_multiplicity": 2,
  "total_charge": 1,
  "species": ["Ir", "C", "C", "C", "C", "C", "C", "P", "C", "C", "C", "C", "C", "C", "C", "C", "C", "C", "C", "C", "H", "H", "H", "H", "H", "H", "H", "H", "H", "H", "H", "H", "H", "H", "B", "C", "N", "H", "H", "H", "C", "Si", "C", "C", "N", "C", "C", "C", "C", "C", "C", "H", "H", "H", "H", "H", "H", "H", "H", "H", "H", "H", "H", "H", "H"],
  "positions_angstrom": [[1.1112, -0.3714, -0.7803], [-3.5117, 1.6459, 1.0921], [-2.7195, 1.6706, 2.2324], [-1.6185, 0.8368, 2.3279], [-1.3190, -0.0467, 1.2899], [-2.1126, -0.0630, 0.1420], [-3.2092, 0.7782, 0.0512], [0.1861, -1.0530, 1.4238], [0.0994, -1.6491, 3.1383], [1.1701, -1.5941, 4.0218], [1.0302, -2.1279, 5.2955], [-0.1639, -2.7185, 5.6756], [-1.2332, -2.7722, 4.7870], [-1.1107, -2.2307, 3.5197], [-0.0703, -2.5400, 0.4291], [-0.3750, -3.8353, 0.8214], [-0.3541, -4.8359, -0.1422], [-0.0208, -4.5439, -1.4618], [0.3014, -3.2484, -1.8432], [0.2951, -2.2488, -0.8838], [-4.3763, 2.2924, 1.0236], [-2.9649, 2.3361, 3.0490], [-0.9974, 0.8566, 3.2154], [-1.8876, -0.7550, -0.6606], [-3.8346, 0.7559, -0.8316], [2.1054, -1.1376, 3.7242], [1.8582, -2.0875, 5.9899], [-0.2679, -3.1409, 6.6657], [-2.1631, -3.2411, 5.0787], [-1.9455, -2.2533, 2.8303], [-0.5955, -4.0679, 1.8536], [-0.5784, -5.8548, 0.1433], [0.0226, -5.3363, -2.1966], [0.5857, -3.0455, -2.8677], [5.4934, -0.4793, -2.0849], [4.1258, -0.3843, -1.4093], [3.0774, -0.2986, -0.9049], [5.3115, -0.6667, -3.2673], [6.0193, 0.6007, -1.9788], [6.0686, -1.4408, -1.6443], [-1.7747, 1.3578, -3.6448], [0.0540, 1.3609, -3.2319], [0.8614, -0.2250, -3.8254], [0.9018, 2.8154, -4.0414], [0.3385, 1.3564, -1.4725], [0.1317, 2.4105, -0.5976], [-0.7326, 3.4726, -0.9187], [-1.0009, 4.4685, -0.0024], [-0.3906, 4.4684, 1.2455], [0.5202, 3.4684, 1.5573], [0.7634, 2.4483, 0.6604], [-1.8995, 1.3040, -4.7278], [-2.2794, 2.2605, -3.3008], [-2.2851, 0.5005, -3.2010], [0.8345, -0.2760, -4.9157], [0.3516, -1.1158, -3.4510], [1.9152, -0.2754, -3.5303], [0.8141, 2.7165, -5.1253], [1.9637, 2.8447, -3.7918], [0.4632, 3.7723, -3.7563], [-1.2095, 3.4860, -1.8890], [-1.6850, 5.2642, -0.2658], [-0.6160, 5.2462, 1.9621], [1.0449, 3.4931, 2.5033], [1.4836, 1.6724, 0.8966]],
  "lowdin_spin": [0.426, 0.004, -0.002, 0.005, 0.000, -0.001, 0.001, 0.130, 0.040, 0.003, 0.000, -0.001, 0.003, 0.008, 0.011, 0.000, 0.012, 0.007, 0.001, -0.010, 0.000, 0.000, 0.000, -0.001, 0.000, 0.001, 0.000, 0.000, 0.000, 0.000, 0.000, 0.000, 0.000, 0.000, 0.003, 0.012, 0.002, -0.001, 0.001, 0.004, 0.002, 0.024, 0.017, 0.009, 0.174, 0.008, 0.030, -0.003, 0.037, -0.003, 0.033, 0.000, 0.000, 0.000, 0.003, 0.001, 0.003, 0.001, 0.000, 0.000, 0.001, -0.001, 0.002, -0.001, 0.002]
}